Record 1
The following is a quantum chemistry calculation of 8 unconnected molecules or ions with the total composition C40H84O24P4, from the Open Molecules 2025 dataset.

Summary:
* structure (SMILES): CCOP(=O)(OCC)OCC.CCOP(=O)(OCC)OCC.CCOP(=O)(OCC)OCC.CCOP(=O)(OCC)OCC.O=C1CCCO1.O=C1CCCO1.O=C1CCCO1.O=C1CCCO1
* lowest unoccupied orbital energy: 0.42 eV
* HOMO energy: -10.09 eV
* HOMO-LUMO gap: 10.5 eV
* E_tot: -4746.15761 Ha

Each line ends with the Mulliken charge.
Element x y z (Å)
C (-3.80, 5.17, -0.08)  -0.901
C (-2.55, 5.98, -0.31)  -0.589
O (-1.64, 5.11, -1.05)  0.467
P (-0.20, 5.68, -1.50)  0.345
O (0.44, 6.40, -0.41)  -0.846
O (-0.41, 6.49, -2.89)  -0.186
C (0.46, 7.58, -3.16)  -0.227
C (-0.06, 8.86, -2.54)  -1.176
O (0.52, 4.33, -1.98)  -0.139
C (1.20, 3.51, -1.02)  1.399
C (2.63, 3.92, -0.76)  -1.814
H (-4.25, 5.09, -1.08)  0.232
H (-3.63, 4.14, 0.30)  0.040
H (-4.47, 5.82, 0.47)  0.415
H (-2.73, 6.91, -0.84)  0.363
H (-2.04, 6.21, 0.61)  0.428
H (1.50, 7.36, -2.99)  0.309
H (0.28, 7.74, -4.22)  0.286
H (0.40, 9.72, -3.01)  0.427
H (-1.13, 8.97, -2.80)  0.282
H (0.01, 8.99, -1.46)  0.279
H (0.64, 3.50, -0.09)  -0.191
H (1.20, 2.49, -1.42)  -0.440
H (2.64, 4.90, -0.31)  0.554
H (3.08, 3.18, -0.12)  0.346
H (3.15, 3.98, -1.72)  0.377
C (0.28, -5.66, 1.66)  -0.758
C (1.73, -6.16, 1.92)  -0.381
O (2.01, -6.09, 3.29)  -0.227
P (3.50, -6.08, 3.87)  0.653
O (4.60, -6.14, 2.90)  -0.731
O (3.65, -4.63, 4.57)  -0.094
C (2.85, -4.32, 5.66)  0.297
C (3.73, -3.55, 6.61)  -1.588
O (3.35, -7.19, 4.98)  -0.212
C (4.50, -7.64, 5.66)  -0.101
C (4.23, -9.08, 5.88)  -1.413
H (0.25, -4.58, 1.72)  -0.065
H (0.07, -5.89, 0.60)  0.396
H (-0.44, -6.17, 2.29)  0.363
H (1.89, -7.20, 1.62)  0.347
H (2.41, -5.60, 1.30)  0.336
H (1.97, -3.73, 5.37)  -0.043
H (2.50, -5.23, 6.16)  0.540
H (4.28, -2.76, 6.12)  0.306
H (3.24, -3.24, 7.54)  0.425
H (4.55, -4.17, 6.96)  0.401
H (5.39, -7.52, 5.03)  0.376
H (4.58, -7.12, 6.60)  0.228
H (3.23, -9.17, 6.29)  0.330
H (4.24, -9.61, 4.94)  0.327
H (4.86, -9.51, 6.63)  0.419
C (-4.46, -1.66, -4.49)  -1.193
C (-4.48, -0.16, -4.61)  -0.381
O (-3.27, 0.35, -5.09)  -0.067
P (-3.17, 1.77, -5.82)  0.272
O (-4.46, 2.44, -6.07)  -0.828
O (-2.31, 2.53, -4.73)  0.343
C (-2.06, 3.98, -5.05)  -0.213
C (-3.16, 4.92, -4.64)  -1.001
O (-2.16, 1.53, -7.00)  -0.275
C (-0.90, 0.89, -6.88)  0.349
C (0.01, 1.24, -8.07)  -1.242
H (-5.43, -1.99, -4.02)  0.317
H (-4.28, -2.02, -5.50)  0.429
H (-3.61, -1.96, -3.89)  0.155
H (-5.25, 0.21, -5.28)  0.604
H (-4.65, 0.25, -3.63)  0.216
H (-1.16, 4.26, -4.50)  0.180
H (-2.01, 3.99, -6.13)  0.377
H (-3.35, 5.00, -3.56)  -0.067
H (-2.86, 5.89, -5.01)  0.371
H (-4.10, 4.66, -5.12)  0.467
H (-0.57, 0.99, -5.85)  -0.140
H (-1.15, -0.15, -6.87)  0.296
H (1.02, 0.87, -7.84)  0.361
H (-0.39, 0.74, -8.94)  0.319
H (0.01, 2.31, -8.25)  0.328
C (-2.99, -3.42, 3.15)  -1.580
C (-1.81, -2.46, 3.01)  1.199
O (-2.10, -1.35, 3.82)  -0.373
P (-1.13, -0.15, 4.10)  0.649
O (-1.66, 0.91, 4.99)  -0.853
O (0.18, -0.97, 4.54)  -0.200
C (1.44, -0.34, 4.73)  0.913
C (1.47, 0.59, 5.91)  -1.663
O (-0.76, 0.41, 2.60)  0.763
C (-0.33, 1.78, 2.34)  -0.392
C (-1.40, 2.56, 1.63)  -0.739
H (-3.09, -3.70, 4.22)  0.429
H (-3.97, -3.04, 2.79)  0.231
H (-2.76, -4.29, 2.57)  0.324
H (-0.94, -2.97, 3.39)  0.281
H (-1.70, -2.10, 2.00)  -0.513
H (2.19, -1.12, 4.82)  -0.118
H (1.65, 0.30, 3.87)  -0.185
H (1.13, 0.17, 6.88)  0.347
H (2.44, 0.99, 6.13)  0.450
H (0.72, 1.38, 5.81)  0.337
H (-0.06, 2.34, 3.23)  0.547
H (0.55, 1.71, 1.69)  -0.209
H (-1.62, 2.25, 0.61)  -0.074
H (-2.35, 2.58, 2.19)  0.458
H (-1.08, 3.61, 1.44)  0.307
O (6.43, 1.17, -2.13)  -0.655
C (5.28, 0.80, -2.31)  0.384
C (4.79, -0.60, -2.19)  0.317
C (3.48, -0.60, -2.93)  -0.544
C (3.05, 0.88, -2.89)  0.970
O (4.29, 1.61, -2.70)  -0.375
H (5.56, -1.32, -2.51)  0.453
H (4.62, -0.74, -1.12)  -0.596
H (3.66, -0.89, -3.96)  0.423
H (2.68, -1.14, -2.44)  0.142
H (2.58, 1.21, -3.82)  0.362
H (2.41, 0.92, -2.03)  -1.029
O (1.93, 0.11, 0.26)  -0.149
C (2.71, -0.68, 0.85)  -0.335
C (2.35, -2.07, 1.27)  1.106
C (3.57, -2.49, 2.11)  0.130
C (4.67, -1.57, 1.68)  -0.673
O (3.98, -0.34, 1.15)  -0.418
H (1.47, -2.07, 1.92)  -0.863
H (2.11, -2.71, 0.40)  0.425
H (3.33, -2.19, 3.14)  -0.494
H (3.78, -3.54, 2.14)  0.424
H (5.19, -1.20, 2.54)  0.432
H (5.30, -2.03, 0.90)  0.214
O (-0.53, -2.37, -0.01)  -0.563
C (-0.70, -1.50, -0.85)  -0.200
C (-1.17, -0.06, -0.64)  3.618
C (-1.58, 0.34, -2.07)  0.319
C (-0.65, -0.44, -2.94)  0.585
O (-0.40, -1.68, -2.16)  -0.449
H (-1.98, -0.06, 0.12)  -1.593
H (-0.34, 0.51, -0.24)  -1.087
H (-2.61, 0.05, -2.30)  -0.571
H (-1.59, 1.42, -2.30)  0.265
H (-1.04, -0.80, -3.89)  0.332
H (0.29, 0.09, -3.05)  -0.698
O (-4.76, 2.02, 1.12)  -0.616
C (-4.93, 0.87, 0.75)  0.372
C (-4.48, -0.40, 1.47)  0.403
C (-4.66, -1.47, 0.39)  -0.043
C (-5.66, -0.86, -0.54)  -0.254
O (-5.54, 0.57, -0.41)  -0.382
H (-3.45, -0.30, 1.81)  -0.736
H (-5.14, -0.59, 2.32)  0.487
H (-3.73, -1.55, -0.15)  -0.180
H (-4.98, -2.46, 0.74)  0.569
H (-5.41, -1.11, -1.56)  -0.033
H (-6.65, -1.26, -0.31)  0.318

---

Record 2
The following is a quantum chemistry calculation of 5 unconnected molecules or ions with the total composition C40H87B2Cl2NO20P, from the Open Molecules 2025 dataset.

Summary:
* net charge: -1
* lowest unoccupied orbital energy: 2.22 eV
* HOMO energy: -5.15 eV
* HOMO-LUMO gap: 7.4 eV
* E_tot: -4447.37406 Ha

Each line ends with the Mulliken charge.
Element x y z (Å)
C (-4.06, -5.60, 0.03)  -1.081
C (-4.85, -4.36, -0.38)  0.386
C (-4.66, -3.94, -1.85)  -0.984
N (-3.94, -2.67, -2.01)  -0.207
B (-2.43, -2.78, -1.84)  -1.110
C (-1.76, -3.96, -2.81)  0.055
Cl (-1.00, -5.30, -1.97)  -0.371
C (-1.73, -4.01, -4.15)  1.216
C (-1.11, -5.03, -5.05)  -1.416
Cl (-2.49, -2.72, -5.05)  -0.267
O (-1.99, -2.97, -0.45)  0.430
C (-1.41, -1.81, 0.11)  2.419
C (-2.28, -1.09, 1.13)  -2.376
C (-3.66, -0.58, 0.68)  0.140
C (-4.84, -1.19, 1.46)  -1.719
C (-0.09, -2.24, 0.76)  -1.584
C (-0.23, -3.13, 2.00)  -0.404
C (1.13, -3.73, 2.37)  -0.781
C (2.15, -2.69, 2.78)  -0.719
O (2.77, -1.97, 1.69)  -0.023
C (3.52, -2.64, 0.84)  0.027
O (4.17, -2.10, -0.01)  -0.504
C (-1.06, -0.94, -1.17)  0.924
O (0.34, -0.97, -1.45)  -0.736
B (0.72, -1.42, -2.70)  1.842
O (1.17, -2.71, -2.80)  -0.782
O (0.79, -0.55, -3.79)  -0.999
P (-1.48, 0.87, -1.16)  0.263
O (-1.17, 1.67, 0.07)  -0.840
O (-1.78, -1.46, -2.22)  -0.788
H (-3.02, -5.33, 0.23)  0.055
H (-4.06, -6.37, -0.75)  0.318
H (-4.46, -6.04, 0.96)  0.366
H (-5.91, -4.50, -0.16)  0.513
H (-4.49, -3.53, 0.22)  -0.534
H (-4.17, -4.77, -2.39)  0.289
H (-5.64, -3.82, -2.32)  0.424
H (-4.14, -2.32, -2.93)  0.256
H (-1.82, -5.34, -5.82)  0.374
H (-0.26, -4.59, -5.58)  0.252
H (-0.77, -5.90, -4.49)  0.380
H (-1.68, -0.24, 1.49)  0.482
H (-2.43, -1.75, 1.99)  0.721
H (-3.69, 0.50, 0.86)  0.460
H (-3.81, -0.72, -0.39)  0.050
H (-4.63, -2.19, 1.83)  0.410
H (-5.75, -1.19, 0.87)  0.350
H (-5.04, -0.57, 2.34)  0.231
H (0.50, -1.36, 1.02)  0.588
H (0.45, -2.83, 0.01)  0.331
H (-0.91, -3.95, 1.76)  -0.189
H (-0.60, -2.56, 2.86)  0.392
H (1.49, -4.35, 1.55)  0.371
H (1.02, -4.40, 3.23)  0.508
H (1.64, -1.90, 3.35)  0.308
H (2.94, -3.11, 3.41)  0.401
H (3.48, -3.73, 0.94)  0.348
H (1.33, -2.97, -3.72)  0.321
H (1.63, -0.64, -4.25)  0.314
H (-2.83, 0.94, -1.54)  0.003
H (-0.78, 1.30, -2.30)  -0.146
C (3.15, 6.34, -6.22)  -0.787
O (3.42, 5.91, -4.91)  -0.231
C (2.80, 6.70, -3.91)  -0.567
C (2.41, 5.88, -2.71)  -0.304
O (1.27, 5.06, -2.90)  -0.456
C (1.42, 3.86, -3.65)  -0.606
C (2.14, 2.75, -2.93)  0.020
O (3.54, 2.99, -2.86)  -0.306
C (4.13, 2.47, -1.69)  -0.739
H (3.65, 7.28, -6.45)  0.321
H (3.51, 5.57, -6.90)  0.233
H (2.07, 6.46, -6.39)  0.340
H (1.91, 7.19, -4.31)  0.350
H (3.51, 7.47, -3.59)  0.382
H (2.11, 6.58, -1.93)  0.399
H (3.26, 5.31, -2.33)  0.094
H (1.87, 4.06, -4.62)  0.195
H (0.40, 3.52, -3.82)  0.401
H (1.97, 1.82, -3.49)  0.049
H (1.72, 2.63, -1.93)  0.473
H (3.60, 2.80, -0.80)  0.448
H (5.15, 2.84, -1.65)  0.330
H (4.14, 1.37, -1.70)  0.097
C (3.95, -1.06, -3.48)  -0.282
O (4.93, -1.22, -4.48)  -0.414
C (5.69, -0.05, -4.72)  -0.229
C (7.11, -0.39, -5.10)  -0.556
O (7.91, -0.82, -4.02)  -0.451
C (7.71, -2.13, -3.51)  -0.131
C (8.26, -3.24, -4.38)  -0.616
O (7.46, -3.45, -5.53)  -0.255
C (8.18, -3.88, -6.65)  -0.783
H (3.13, -0.41, -3.82)  -0.041
H (3.55, -2.04, -3.23)  0.233
H (4.38, -0.63, -2.56)  0.198
H (5.70, 0.59, -3.83)  0.129
H (5.23, 0.52, -5.55)  0.419
H (7.58, 0.54, -5.44)  0.436
H (7.13, -1.10, -5.93)  0.189
H (6.66, -2.31, -3.27)  0.003
H (8.27, -2.15, -2.58)  0.390
H (8.29, -4.16, -3.79)  0.384
H (9.28, -2.98, -4.68)  0.350
H (9.03, -3.22, -6.86)  0.339
H (7.51, -3.86, -7.51)  0.232
H (8.56, -4.91, -6.53)  0.324
C (-11.12, 0.90, 4.10)  -0.784
O (-10.02, 1.71, 3.77)  -0.252
C (-10.16, 3.06, 4.15)  -0.566
C (-8.84, 3.68, 4.53)  -0.287
O (-8.34, 3.28, 5.79)  -0.446
C (-7.77, 1.98, 5.90)  -0.394
C (-6.41, 1.83, 5.28)  -0.548
O (-6.48, 1.78, 3.87)  -0.273
C (-5.35, 2.33, 3.23)  -0.877
H (-11.99, 1.13, 3.47)  0.326
H (-10.83, -0.13, 3.93)  0.237
H (-11.41, 1.02, 5.15)  0.336
H (-10.86, 3.16, 4.99)  0.346
H (-10.57, 3.63, 3.30)  0.374
H (-9.01, 4.76, 4.63)  0.389
H (-8.10, 3.53, 3.74)  0.110
H (-8.45, 1.21, 5.53)  0.179
H (-7.66, 1.83, 6.98)  0.381
H (-5.96, 0.90, 5.65)  0.368
H (-5.77, 2.67, 5.60)  0.361
H (-5.13, 3.34, 3.59)  0.443
H (-5.57, 2.38, 2.16)  0.245
H (-4.47, 1.69, 3.36)  0.348
C (0.71, 1.06, 7.66)  -0.851
O (1.18, 1.15, 6.33)  -0.202
C (0.58, 2.20, 5.59)  -0.629
C (1.54, 2.78, 4.58)  -0.115
O (2.56, 3.60, 5.13)  -0.475
C (3.65, 2.98, 5.79)  -0.333
C (4.61, 2.27, 4.87)  -0.566
O (4.06, 1.06, 4.40)  -0.256
C (4.43, 0.72, 3.08)  -0.071
H (-0.33, 0.70, 7.70)  0.304
H (1.35, 0.34, 8.18)  0.236
H (0.77, 2.02, 8.17)  0.356
H (0.25, 3.00, 6.27)  0.358
H (-0.29, 1.82, 5.05)  0.409
H (0.96, 3.46, 3.94)  0.372
H (1.95, 2.00, 3.94)  0.011
H (3.31, 2.30, 6.58)  0.130
H (4.19, 3.80, 6.26)  0.402
H (5.54, 2.06, 5.42)  0.376
H (4.86, 2.94, 4.03)  0.329
H (4.25, 1.55, 2.39)  0.312
H (3.80, -0.12, 2.77)  -0.442
H (5.48, 0.41, 3.01)  0.370

---

Record 3
The following is a quantum chemistry calculation of a molecular structure, C40H88As2F12N4, from the Open Molecules 2025 dataset.

Summary:
* net charge: +2
* lowest unoccupied orbital energy: -3.71 eV
* HOMO energy: -14.79 eV
* HOMO-LUMO gap: 11.1 eV
* E_tot: -7465.57753 Ha

Each line ends with the Mulliken charge.
Element x y z (Å)
C (-7.18, 25.19, -3.24)  -1.356
C (-7.79, 24.50, -2.01)  -0.346
C (-8.47, 25.45, -1.02)  -0.163
N (-9.05, 24.72, 0.22)  0.721
C (-7.90, 24.46, 1.22)  0.070
C (-8.46, 23.84, 2.53)  -0.959
C (-9.46, 24.79, 3.17)  0.137
C (-10.57, 25.18, 2.23)  -1.012
C (-10.03, 25.60, 0.87)  -0.735
C (-9.74, 23.51, -0.23)  -1.190
H (-7.97, 25.74, -3.74)  0.404
H (-6.70, 24.46, -3.89)  0.429
H (-6.34, 25.80, -2.90)  0.164
H (-7.01, 23.95, -1.44)  0.237
H (-8.47, 23.72, -2.36)  0.379
H (-9.30, 25.91, -1.56)  0.735
H (-7.78, 26.24, -0.76)  -0.537
H (-7.37, 25.39, 1.39)  -0.339
H (-7.25, 23.76, 0.67)  0.266
H (-7.52, 23.83, 3.20)  0.325
H (-8.71, 22.78, 2.42)  0.409
H (-8.86, 25.67, 3.51)  -0.303
H (-9.89, 24.36, 4.08)  0.491
H (-11.17, 26.02, 2.55)  0.495
H (-11.23, 24.29, 2.12)  0.357
H (-9.54, 26.58, 0.95)  0.478
H (-10.78, 25.79, 0.09)  0.475
H (-8.99, 22.85, -0.66)  0.432
H (-10.50, 23.76, -0.91)  0.320
H (-10.14, 22.92, 0.57)  0.455
C (-0.97, 29.34, 1.80)  -1.033
C (-2.10, 30.16, 1.20)  -0.418
C (-3.11, 29.19, 0.59)  -0.315
N (-4.20, 29.89, -0.27)  0.675
C (-3.68, 30.36, -1.62)  -0.612
C (-4.79, 30.87, -2.52)  -0.855
C (-5.96, 29.81, -2.72)  -0.825
C (-6.30, 29.09, -1.40)  -0.052
C (-5.07, 28.71, -0.58)  0.173
C (-4.90, 30.85, 0.58)  -0.901
H (-1.37, 28.56, 2.47)  0.051
H (-0.38, 29.97, 2.50)  0.492
H (-0.26, 28.91, 1.02)  0.340
H (-1.72, 30.85, 0.47)  0.257
H (-2.62, 30.79, 1.95)  0.397
H (-3.63, 28.68, 1.41)  -0.013
H (-2.59, 28.43, -0.03)  0.304
H (-3.12, 29.60, -2.06)  0.437
H (-3.01, 31.17, -1.50)  0.454
H (-4.28, 31.22, -3.41)  0.487
H (-5.20, 31.73, -2.06)  0.338
H (-5.76, 29.12, -3.55)  0.336
H (-6.85, 30.42, -2.96)  0.365
H (-6.90, 28.17, -1.54)  -0.178
H (-7.03, 29.77, -0.88)  0.283
H (-4.51, 27.92, -1.07)  0.444
H (-5.41, 28.24, 0.34)  -0.592
H (-5.21, 30.41, 1.50)  0.126
H (-5.76, 31.25, 0.08)  0.544
H (-4.21, 31.69, 0.83)  0.334
C (-1.91, 14.13, 1.26)  -1.448
C (-1.46, 15.28, 2.13)  -0.494
C (-2.59, 16.19, 2.69)  -0.123
C (-1.83, 17.24, 3.54)  -1.633
N (-2.62, 18.28, 4.21)  0.635
C (-1.64, 19.16, 4.97)  -0.586
C (-1.76, 18.91, 6.54)  -0.692
C (-2.51, 17.61, 6.60)  -0.515
C (-3.41, 17.57, 5.37)  -0.724
C (-3.52, 19.04, 3.25)  -1.351
C (-2.76, 19.63, 2.08)  0.131
C (-3.75, 20.36, 1.16)  -1.516
H (-2.37, 13.33, 1.90)  0.324
H (-1.13, 13.71, 0.70)  0.433
H (-2.64, 14.43, 0.53)  0.347
H (-0.86, 15.95, 1.47)  0.285
H (-0.76, 14.87, 2.87)  0.333
H (-3.25, 15.55, 3.25)  0.307
H (-3.06, 16.74, 1.85)  0.248
H (-1.09, 17.75, 2.91)  0.589
H (-1.26, 16.69, 4.30)  0.581
H (-1.79, 20.20, 4.66)  0.429
H (-0.66, 18.91, 4.60)  0.336
H (-2.28, 19.72, 6.99)  0.355
H (-0.73, 18.87, 6.97)  0.328
H (-3.11, 17.46, 7.50)  0.430
H (-1.78, 16.78, 6.53)  0.271
H (-4.34, 18.08, 5.53)  0.489
H (-3.72, 16.62, 5.04)  0.319
H (-4.07, 19.66, 3.90)  0.773
H (-4.26, 18.30, 2.89)  0.363
H (-2.25, 18.92, 1.45)  0.286
H (-2.01, 20.32, 2.40)  0.440
H (-3.38, 21.21, 0.59)  0.287
H (-4.60, 20.74, 1.76)  0.332
H (-4.20, 19.72, 0.37)  0.386
C (1.34, 27.42, 4.34)  -1.072
C (1.09, 27.73, 5.80)  -0.765
C (-0.35, 28.13, 6.07)  -0.519
C (-1.30, 26.93, 6.28)  -0.795
N (-2.77, 27.28, 6.48)  0.880
C (-3.50, 25.92, 6.72)  -0.445
C (-4.28, 25.60, 5.42)  -1.073
C (-3.79, 26.65, 4.38)  0.950
C (-3.46, 27.84, 5.27)  -1.336
C (-2.94, 28.27, 7.64)  -1.008
C (-2.23, 27.81, 8.95)  -0.425
C (-2.86, 28.60, 10.14)  -1.421
H (0.91, 28.21, 3.67)  0.114
H (0.90, 26.54, 3.99)  0.403
H (2.42, 27.34, 4.22)  0.394
H (1.72, 28.61, 6.02)  0.323
H (1.41, 26.91, 6.51)  0.308
H (-0.80, 28.68, 5.28)  0.137
H (-0.38, 28.73, 6.94)  0.508
H (-1.07, 26.39, 7.17)  0.539
H (-1.33, 26.16, 5.42)  0.352
H (-4.32, 26.06, 7.43)  0.364
H (-2.73, 25.12, 6.97)  0.255
H (-5.29, 25.74, 5.67)  0.394
H (-4.19, 24.58, 5.03)  0.378
H (-4.53, 26.88, 3.58)  -0.628
H (-2.94, 26.19, 3.85)  0.057
H (-4.33, 28.32, 5.69)  0.481
H (-2.80, 28.58, 4.87)  0.522
H (-4.04, 28.41, 7.73)  0.579
H (-2.59, 29.23, 7.26)  0.542
H (-1.15, 28.01, 8.92)  0.350
H (-2.37, 26.77, 9.11)  0.401
H (-2.68, 29.69, 10.12)  0.323
H (-2.45, 28.28, 11.05)  0.443
H (-3.95, 28.38, 10.14)  0.338
As (-3.91, 24.65, 0.74)  2.142
F (-2.92, 23.73, 2.02)  -0.589
F (-2.80, 24.06, -0.44)  -0.535
F (-4.68, 25.52, -0.47)  -0.346
F (-5.04, 25.24, 1.92)  -0.298
F (-2.91, 26.08, 1.08)  -0.483
F (-4.90, 23.25, 0.43)  -0.512
As (-7.63, 28.46, 3.16)  2.317
F (-8.33, 29.12, 4.51)  -0.489
F (-7.43, 27.02, 4.03)  -0.506
F (-6.80, 27.86, 1.69)  -0.968
F (-7.76, 29.99, 2.34)  -0.507
F (-6.09, 28.95, 3.71)  -0.422
F (-9.16, 27.99, 2.49)  -0.488